Density functional theory data (wB97M-V/def2-TZVPD) for an isolated molecule of C2H5N3O4 in a non-equilibrium geometry.

Each line ends with the natural charge from an NBO analysis.
Element x y z (Å)
C  1.16620  0.35518  0.94484  -0.672
C  0.10682  -0.04814  -0.07772  0.309
N  0.52676  -0.19101  -1.43951  -0.880
N  -0.73470  -1.36893  0.35658  0.518
O  -0.88056  -1.47210  1.55579  -0.321
O  -0.93243  -2.10444  -0.60151  -0.359
N  -0.99611  1.19391  -0.10272  0.523
O  -1.56240  1.39561  0.95041  -0.347
O  -1.17340  1.74000  -1.14859  -0.352
H  0.69068  0.06795  2.00508  0.271
H  1.31360  1.40470  0.68857  0.243
H  2.08376  -0.33159  0.80552  0.248
H  0.02261  0.45778  -2.06077  0.408
H  0.36917  -1.09893  -1.87599  0.411

Cartesian forces, eV/Å:
C -0.964 -2.716 1.357
C -0.672 0.314 -1.892
N -0.109 0.441 -0.065
N 2.121 1.659 -0.764
O -0.814 -1.098 -1.318
O -0.902 -0.208 2.187
N 0.224 -1.980 1.402
O 0.361 0.209 -0.527
O -0.210 0.632 -0.482
H 1.270 1.409 -2.233
H 0.621 -0.089 0.764
H -1.364 1.427 0.040
H 0.352 -0.040 0.695
H 0.084 0.041 0.836

**Molecular weight**: 135.08 g/mol
**Total charge**: 0
**LUMO level**: -0.58 eV
**HOMO**: -10.5 eV
**HOMO-LUMO gap**: 0.365 Eh